{"formula": "C34H36BCl4F9NO5PS", "method": "ωB97M-V/def2-TZVPD", "homo_lumo_gap_ev": 8.37, "energy_ha": -5252.31150, "homo_energy_ev": -8.37, "smiles": "CCCc1cc(CCO)c2c(c1)N(CCC(F)(F)C(F)(F)C(F)(F)C(F)(F)F)c1cc(Cc3cccc(C)c3)c(P(=O)(O)O)c(B(O)CC)c1S2.ClC(Cl)(Cl)Cl", "species": ["C", "C", "C", "C", "C", "C", "C", "C", "O", "C", "C", "C", "N", "C", "C", "C", "F", "F", "C", "F", "F", "C", "F", "F", "C", "F", "F", "F", "C", "C", "C", "C", "C", "C", "C", "C", "C", "C", "C", "C", "P", "O", "O", "O", "C", "B", "O", "C", "C", "C", "S", "H", "H", "H", "H", "H", "H", "H", "H", "H", "H", "H", "H", "H", "H", "H", "H", "H", "H", "H", "H", "H", "H", "H", "H", "H", "H", "H", "H", "H", "H", "H", "H", "H", "H", "H", "H", "C", "Cl", "Cl", "Cl", "Cl"], "xyz": [[6.57986, -0.73457, 2.88152], [5.25477, -1.44676, 2.59681], [4.06871, -0.48231, 2.47945], [3.09876, -0.79506, 1.36580], [2.72729, -2.09975, 1.06523], [1.82446, -2.38561, 0.04498], [1.42349, -3.80251, -0.27883], [1.63036, -4.79869, 0.85176], [1.15872, -6.09063, 0.49902], [1.31016, -1.31805, -0.69235], [1.67052, 0.00305, -0.41647], [2.55530, 0.24962, 0.62540], [1.12654, 1.03406, -1.23705], [1.72767, 2.35005, -1.09568], [3.12253, 2.34966, -1.74625], [4.14154, 3.28269, -1.14021], [5.27890, 3.20426, -1.88396], [4.48458, 2.89586, 0.12512], [3.73260, 4.80293, -1.10823], [2.65942, 4.99287, -1.91504], [4.74310, 5.55961, -1.60194], [3.40473, 5.40598, 0.29324], [2.63525, 6.50007, 0.08223], [2.67919, 4.54167, 1.03883], [4.65721, 5.88527, 1.10916], [5.72757, 5.11263, 0.87338], [4.36367, 5.82271, 2.41956], [4.95265, 7.15121, 0.79074], [-0.28462, 0.99234, -1.31677], [-1.11559, 2.07266, -1.03804], [-2.49761, 1.98369, -1.13609], [-3.28840, 3.20925, -0.75417], [-4.16321, 3.03337, 0.46953], [-5.24857, 3.87791, 0.65202], [-6.07192, 3.73956, 1.75888], [-5.81354, 2.75295, 2.70035], [-4.72861, 1.90088, 2.54057], [-4.46386, 0.81585, 3.55495], [-3.91242, 2.05284, 1.42502], [-3.07545, 0.77271, -1.55239], [-4.85331, 0.61771, -1.72273], [-5.56101, 1.87379, -1.98022], [-5.39783, -0.16861, -0.45438], [-5.07657, -0.49623, -2.85356], [-2.25900, -0.33860, -1.81484], [-2.78689, -1.78619, -2.24393], [-3.07787, -2.65701, -1.21076], [-2.93206, -2.26179, -3.73165], [-4.08174, -3.28011, -3.92490], [-0.88145, -0.20904, -1.68810], [0.18435, -1.57744, -2.03257], [7.27826, -1.43142, 3.34648], [7.05615, -0.39847, 1.96215], [6.46090, 0.09933, 3.57096], [5.09099, -2.19770, 3.36991], [5.36502, -2.00021, 1.66326], [4.46565, 0.51491, 2.27913], [3.52409, -0.41455, 3.42252], [3.17372, -2.89475, 1.64639], [0.36546, -3.79255, -0.55467], [1.99423, -4.16466, -1.13681], [2.69850, -4.91288, 1.03182], [1.15803, -4.44699, 1.77303], [0.36212, -5.97837, -0.02846], [2.85006, 1.25564, 0.88130], [1.11592, 3.07034, -1.62614], [1.77189, 2.68375, -0.05770], [3.53990, 1.34585, -1.77528], [3.00255, 2.66274, -2.78284], [-0.69311, 3.00615, -0.69644], [-2.58775, 4.01495, -0.53219], [-3.91768, 3.49714, -1.59338], [-5.47209, 4.62826, -0.09455], [-6.92496, 4.39594, 1.85939], [-6.47223, 2.64920, 3.55286], [-5.38133, 0.25339, 3.72418], [-4.16665, 1.25680, 4.50523], [-3.69021, 0.13950, 3.20095], [-3.07307, 1.37907, 1.29565], [-4.76790, -0.80585, -0.09498], [-4.69106, -0.21636, -3.69305], [-2.37348, -2.68958, -0.55545], [-3.04787, -1.39377, -4.37928], [-1.98268, -2.75152, -3.96803], [-4.77648, -3.26790, -3.08912], [-4.65409, -3.04602, -4.81964], [-3.68330, -4.28717, -4.01356], [-0.04801, -9.97442, 0.55100], [1.40365, -9.22998, 1.20549], [0.33225, -11.57764, -0.08646], [-1.26681, -10.12244, 1.82145], [-0.69099, -8.96843, -0.75753]], "atomic_forces_ev_per_a": [[0.106, -0.432, 0.156], [0.217, -0.043, -0.010], [0.108, 0.115, -0.332], [-0.159, -0.068, -0.045], [0.112, 0.146, 0.054], [0.043, 0.096, 0.086], [0.050, 0.055, 0.235], [0.141, -0.027, -0.183], [0.036, 0.197, -0.044], [-0.074, -0.044, -0.008], [0.176, -0.301, -0.074], [-0.009, 0.013, 0.009], [-0.269, 0.242, 0.475], [0.389, 0.022, -0.102], [-0.451, 0.236, -0.238], [0.306, -0.148, -0.171], [-0.160, -0.009, 0.150], [-0.107, 0.044, -0.150], [0.340, 0.209, 0.001], [0.197, -0.120, 0.259], [-0.314, -0.146, 0.023], [-0.420, 0.319, -0.034], [0.177, -0.297, 0.113], [0.216, 0.184, -0.226], [0.106, -0.030, 0.282], [-0.396, 0.365, 0.164], [0.208, 0.115, -0.590], [-0.031, -0.605, 0.155], [-0.156, -0.034, -0.159], [0.176, -0.089, 0.114], [0.157, 0.074, -0.050], [-0.074, -0.165, 0.165], [-0.052, -0.140, 0.067], [-0.104, -0.003, 0.055], [0.180, -0.034, -0.125], [-0.075, 0.199, -0.138], [0.025, -0.094, 0.068], [-0.237, 0.296, -0.232], [-0.040, 0.158, -0.014], [0.133, 0.045, -0.004], [-0.533, 0.481, 0.139], [0.101, -0.160, -0.013], [0.051, 0.009, 0.055], [0.358, -0.220, 0.009], [0.211, -0.254, -0.200], [-0.177, 0.270, 0.144], [0.194, -0.476, -0.391], [-0.487, -0.142, 0.553], [0.163, 0.193, -0.019], [0.045, 0.102, 0.006], [0.084, -0.042, -0.122], [0.067, 0.010, 0.004], [-0.105, 0.278, -0.013], [-0.034, 0.113, -0.036], [-0.192, 0.011, 0.046], [-0.037, -0.041, -0.039], [-0.027, 0.087, 0.083], [0.018, -0.014, 0.090], [-0.073, -0.109, -0.032], [-0.031, -0.098, -0.123], [-0.117, 0.026, -0.169], [0.019, -0.058, 0.173], [-0.044, 0.029, 0.051], [-0.095, -0.135, 0.034], [0.022, 0.054, -0.040], [-0.107, -0.059, -0.049], [-0.065, -0.049, 0.105], [0.189, 0.007, 0.246], [0.095, -0.057, -0.073], [0.001, 0.042, 0.021], [0.065, 0.083, -0.187], [-0.040, 0.141, 0.022], [-0.011, 0.018, -0.054], [-0.055, -0.003, 0.109], [0.002, -0.080, 0.068], [0.033, -0.137, 0.070], [0.121, -0.095, 0.086], [0.087, -0.076, 0.102], [0.049, -0.033, -0.002], [-0.045, -0.112, -0.032], [-0.173, -0.003, -0.113], [-0.239, 0.347, 0.337], [0.230, -0.052, -0.245], [0.135, 0.184, -0.202], [-0.034, -0.011, 0.051], [0.004, -0.123, -0.110], [-0.091, -0.095, -0.049], [0.020, 0.011, 0.017], [0.003, -0.065, 0.006], [0.001, -0.011, -0.007], [-0.014, -0.001, 0.011], [-0.012, 0.014, -0.022]]}